No. 1
Below is a 9-piece molecular cluster, C40H65Cl16N3 overall in a non-equilibrium geometry, with properties calculated with wB97M-V/def2-TZVPD.

Positions of all 124 atoms, in Å:
C (-4.212, -1.782, 2.476)
C (-4.031, -0.696, 3.374)
C (-2.970, 0.159, 3.227)
C (-2.016, 0.006, 2.191)
N (-0.964, 0.890, 2.129)
C (-0.168, 0.637, 1.121)
C (1.055, 1.499, 0.943)
C (0.869, 2.625, -0.096)
C (0.376, 2.169, -1.479)
C (1.387, 1.301, -2.251)
C (0.681, 0.382, -3.308)
C (1.170, -1.086, -3.201)
C (0.057, -2.081, -3.619)
C (-0.304, -3.161, -2.567)
C (0.859, -3.717, -1.752)
C (0.296, -4.799, -0.772)
C (0.633, -4.400, 0.669)
C (2.153, -4.408, 0.964)
N (2.520, -3.235, 1.752)
C (3.095, -2.104, 1.247)
C (3.277, -1.230, 2.300)
C (2.804, -1.873, 3.479)
C (2.359, -3.122, 3.092)
C (-0.360, -0.431, 0.184)
N (-1.362, -1.257, 0.236)
C (-2.216, -1.048, 1.289)
C (-3.307, -1.924, 1.450)
H (-5.023, -2.480, 2.570)
H (-4.733, -0.550, 4.188)
H (-2.833, 0.970, 3.935)
H (1.350, 1.936, 1.899)
H (1.897, 0.876, 0.620)
H (0.099, 3.306, 0.296)
H (1.786, 3.214, -0.169)
H (-0.604, 1.699, -1.374)
H (0.245, 3.086, -2.064)
H (2.015, 0.735, -1.557)
H (2.041, 1.968, -2.822)
H (0.858, 0.811, -4.297)
H (-0.389, 0.445, -3.082)
H (1.516, -1.206, -2.177)
H (1.997, -1.182, -3.912)
H (-0.857, -1.489, -3.756)
H (0.243, -2.531, -4.598)
H (-1.109, -2.796, -1.925)
H (-0.726, -4.008, -3.126)
H (1.673, -4.112, -2.365)
H (1.257, -2.937, -1.095)
H (-0.796, -4.759, -0.833)
H (0.657, -5.801, -1.022)
H (0.270, -3.391, 0.891)
H (0.136, -5.054, 1.397)
H (2.732, -4.455, 0.041)
H (2.422, -5.281, 1.565)
H (3.342, -1.967, 0.205)
H (3.711, -0.245, 2.209)
H (2.828, -1.426, 4.460)
H (1.939, -3.865, 3.753)
H (0.370, -0.557, -0.609)
H (-3.457, -2.738, 0.751)
Cl (3.505, 4.603, 2.976)
C (5.119, 4.506, 2.227)
C (5.049, 4.054, 0.792)
Cl (4.540, 2.351, 0.653)
H (5.728, 3.836, 2.829)
H (5.553, 5.504, 2.278)
H (6.033, 4.130, 0.332)
H (4.354, 4.661, 0.217)
Cl (3.521, 4.524, -5.560)
C (1.931, 4.726, -4.774)
C (2.006, 5.588, -3.541)
Cl (2.903, 4.776, -2.227)
H (1.543, 3.735, -4.544)
H (1.273, 5.192, -5.506)
H (0.996, 5.790, -3.175)
H (2.490, 6.540, -3.745)
Cl (-0.895, 6.691, -3.786)
C (-1.574, 8.321, -3.538)
C (-0.821, 9.368, -4.317)
Cl (0.827, 9.616, -3.684)
H (-1.563, 8.530, -2.471)
H (-2.611, 8.289, -3.869)
H (-1.338, 10.323, -4.243)
H (-0.740, 9.101, -5.368)
Cl (3.453, -7.371, -0.738)
C (2.504, -8.757, -0.149)
C (1.538, -8.364, 0.940)
Cl (2.373, -7.899, 2.444)
H (3.202, -9.519, 0.190)
H (1.952, -9.152, -1.001)
H (0.895, -9.209, 1.179)
H (0.909, -7.529, 0.636)
Cl (-4.224, 1.444, -2.851)
C (-4.034, 1.993, -1.166)
C (-3.806, 3.482, -1.074)
Cl (-2.217, 3.952, -1.732)
H (-3.211, 1.436, -0.722)
H (-4.950, 1.728, -0.640)
H (-3.823, 3.792, -0.030)
H (-4.572, 4.040, -1.609)
Cl (-4.753, -3.537, -2.694)
C (-5.581, -4.974, -2.042)
C (-6.576, -4.615, -0.968)
Cl (-5.770, -4.020, 0.504)
H (-4.823, -5.658, -1.667)
H (-6.095, -5.452, -2.875)
H (-7.149, -5.497, -0.686)
H (-7.270, -3.850, -1.306)
Cl (4.741, 8.175, 6.414)
C (3.146, 8.634, 5.764)
C (2.793, 7.858, 4.521)
Cl (3.822, 8.301, 3.137)
H (3.155, 9.705, 5.577)
H (2.415, 8.427, 6.544)
H (1.765, 8.073, 4.233)
H (2.888, 6.787, 4.678)
Cl (-3.453, -4.305, 2.960)
C (-3.747, -5.791, 3.908)
C (-2.989, -6.977, 3.366)
Cl (-3.609, -7.503, 1.778)
H (-4.819, -5.974, 3.919)
H (-3.424, -5.584, 4.927)
H (-3.093, -7.824, 4.043)
H (-1.930, -6.753, 3.256)

**HOMO energy**: -7.8 eV
**SMILES string**: c1ccc2nc(CCCCCCCCCCCCn3cccc3)cnc2c1.ClCCCl.ClCCCl.ClCCCl.ClCCCl.ClCCCl.ClCCCl.ClCCCl.ClCCCl

=====

No. 2
Below is C40H65CsGeN7P3SSe as an isolated structure, with properties calculated with wB97M-V/def2-TZVPD.

Positions of all 119 atoms, in Å:
Cs (0.777, 0.899, -2.257)
C (4.905, 1.327, 0.807)
C (3.545, 1.237, 1.498)
C (3.639, 1.504, 2.996)
P (2.283, 2.176, 0.510)
C (0.990, 2.564, 1.781)
N (0.341, 1.350, 2.234)
Ge (-0.283, 0.048, 0.762)
N (0.993, -1.448, 1.072)
C (1.882, -1.757, -0.037)
P (0.980, -2.571, -1.449)
C (0.577, -4.241, -0.755)
C (-0.718, -4.220, 0.045)
C (1.691, -4.912, 0.040)
C (2.430, -2.952, -2.561)
C (2.073, -4.052, -3.561)
C (2.908, -1.710, -3.320)
C (1.437, -1.624, 2.357)
C (2.705, -2.071, 2.763)
C (3.042, -2.137, 4.110)
C (2.157, -1.747, 5.097)
C (0.890, -1.304, 4.718)
C (0.536, -1.268, 3.389)
N (-0.771, -0.835, 2.955)
C (-1.264, 0.339, 3.619)
C (-2.314, 0.358, 4.506)
C (-2.710, 1.569, 5.082)
C (-2.036, 2.727, 4.742)
C (-0.995, 2.719, 3.819)
C (-0.595, 1.518, 3.216)
C (-1.735, -1.887, 2.780)
C (-1.946, -2.878, 3.712)
C (-2.929, -3.843, 3.501)
C (-3.683, -3.776, 2.342)
C (-3.458, -2.796, 1.385)
C (-2.459, -1.825, 1.567)
N (-2.084, -0.860, 0.679)
C (-2.720, -0.872, -0.623)
P (-2.634, 0.733, -1.569)
C (-3.354, 0.134, -3.174)
C (-3.975, 1.301, -3.940)
C (-2.226, -0.493, -4.007)
C (-3.967, 1.726, -0.756)
C (-5.301, 1.025, -0.525)
C (-3.425, 2.317, 0.548)
C (2.994, 3.843, 0.133)
C (3.334, 4.739, 1.320)
C (2.061, 4.558, -0.854)
H (5.589, 0.581, 1.222)
H (5.362, 2.308, 0.961)
H (4.835, 1.165, -0.272)
H (3.196, 0.205, 1.397)
H (3.964, 2.522, 3.219)
H (4.364, 0.819, 3.444)
H (2.681, 1.325, 3.488)
H (0.289, 3.294, 1.340)
H (1.452, 3.070, 2.638)
H (2.675, -2.440, 0.273)
H (2.403, -0.869, -0.434)
H (0.387, -4.833, -1.658)
H (-0.603, -3.673, 0.979)
H (-1.024, -5.243, 0.283)
H (-1.529, -3.746, -0.509)
H (1.878, -4.380, 0.976)
H (2.631, -4.970, -0.515)
H (1.403, -5.932, 0.310)
H (3.261, -3.309, -1.939)
H (1.171, -3.793, -4.122)
H (1.907, -5.019, -3.085)
H (2.882, -4.175, -4.285)
H (2.128, -1.296, -3.968)
H (3.745, -1.967, -3.973)
H (3.266, -0.907, -2.673)
H (3.453, -2.336, 2.028)
H (4.034, -2.482, 4.381)
H (2.437, -1.780, 6.142)
H (0.170, -0.968, 5.455)
H (-2.824, -0.565, 4.748)
H (-3.532, 1.593, 5.785)
H (-2.330, 3.670, 5.188)
H (-0.511, 3.648, 3.548)
H (-1.333, -2.898, 4.604)
H (-3.096, -4.626, 4.230)
H (-4.454, -4.515, 2.159)
H (-4.033, -2.818, 0.469)
H (-3.786, -1.105, -0.534)
H (-2.299, -1.642, -1.289)
H (-4.124, -0.628, -2.998)
H (-3.271, 2.140, -3.971)
H (-4.893, 1.663, -3.476)
H (-4.194, 1.021, -4.972)
H (-1.502, 0.265, -4.328)
H (-2.617, -0.928, -4.928)
H (-1.684, -1.270, -3.463)
H (-4.124, 2.556, -1.456)
H (-5.211, 0.259, 0.248)
H (-5.686, 0.548, -1.430)
H (-6.054, 1.738, -0.177)
H (-3.271, 1.541, 1.302)
H (-4.128, 3.049, 0.953)
H (-2.463, 2.812, 0.398)
H (3.911, 3.615, -0.421)
H (2.432, 5.029, 1.867)
H (3.812, 5.661, 0.977)
H (4.007, 4.255, 2.028)
H (1.053, 4.671, -0.441)
H (2.021, 4.022, -1.807)
H (2.438, 5.562, -1.064)
N (-0.247, 3.777, -5.127)
N (-0.944, 2.810, -5.847)
C (-0.295, 1.873, -6.575)
N (1.035, 1.838, -6.482)
S (-1.186, 0.846, -7.569)
H (-0.363, 3.680, -4.127)
H (-0.517, 4.703, -5.424)
H (-1.947, 2.821, -5.930)
H (1.566, 2.274, -5.720)
H (1.473, 1.071, -6.960)
Se (3.178, 2.184, -3.788)

**2S+1**: 2
**Charge**: -1
**HOMO energy (alpha / beta)**: -3.9 / -3.9 eV